Entry from OMol25: a 9-piece molecular cluster, C27H67B4NO15 overall (ωB97M-V with the def2-TZVPD basis set).

Each line ends with the Mulliken charge.
Cartesian coordinates (Å):
O1 1.187317 0.833538 0.083962  -0.4577
O2 9.568279 -4.786866 2.027105  -0.5079
O3 -4.813126 6.496460 0.694786  -0.4395
O4 11.515347 -5.370406 -0.094750  -0.5259
O5 5.611370 -0.317221 -0.356325  -0.4137
O6 4.219548 0.312919 1.509924  -0.6762
O7 3.735397 -0.996010 -1.637724  -0.0988
O8 2.798294 0.494355 -3.198690  -0.4148
O9 -5.691425 -2.818299 1.198541  -0.5270
O10 5.423172 -1.728719 1.523678  -0.4000
O11 -3.623993 -0.584522 2.293966  -0.5130
O12 -1.157217 -3.149500 -2.716288  -0.4672
O13 -2.312702 4.589092 0.438742  -0.4944
O14 -9.720724 -2.958863 4.348116  -0.4817
O15 4.795168 1.112502 -2.065018  -0.3200
N1 -1.518964 -0.540312 -0.537109  -0.4057
C1 -3.630347 4.229659 -1.560858  -1.1266
C2 -0.399593 -1.012423 0.277792  -0.9934
C3 3.685218 2.838397 -3.619709  -0.9372
C4 -11.644308 -2.389658 2.952603  -1.0175
C5 0.985323 -0.564012 -0.190061  0.5362
C6 1.161288 -0.744070 -1.688510  -0.3280
C7 -6.502764 -3.450234 3.413825  -0.8774
C8 2.130146 4.556007 -0.602987  0.9355
C9 0.697279 4.900251 -2.489217  -0.5067
C10 -5.345051 8.660330 -0.303640  -1.0941
C11 2.731658 3.654875 -2.774336  0.5173
C12 13.745148 -5.777421 0.819956  -1.0035
C13 8.500132 -3.863655 1.867191  -0.1783
C14 -5.318233 0.626728 1.051322  -0.8355
C15 12.470455 -6.371072 0.253970  -0.2630
C16 -1.336506 -2.923051 -5.149197  -1.1878
C17 2.994528 3.843486 -1.419460  -0.0711
C18 2.444059 4.764678 0.856060  -1.6223
C19 0.963870 5.086141 -1.144359  -0.6460
C20 1.569353 4.196455 -3.303422  -1.0087
C21 -11.075099 -3.275717 4.044226  -0.2573
C22 -4.542487 0.503721 2.346675  -0.3688
C23 -0.468141 -3.281520 -3.959859  0.1518
C24 -5.774512 7.226632 -0.063726  -0.1997
C25 -2.654643 3.638159 -0.563475  0.6723
C26 -5.784109 -3.875157 2.147435  -0.3192
C27 7.775133 -4.031563 0.545914  -0.6820
B1 5.067448 -0.584819 0.884433  0.9829
B2 4.742641 -0.080886 -1.379472  0.3439
B3 3.785665 1.425443 -2.964866  0.3299
B4 2.600870 -0.438931 -2.198645  0.1946
H1 -1.717621 3.356001 -1.044508  0.1114
H2 -11.066542 -4.317560 3.726304  0.2761
H3 3.551826 0.701496 0.935180  0.2387
H4 -3.016290 -0.421170 1.560277  0.2957
H5 14.235136 -5.135379 0.083910  0.3213
H6 -6.080956 9.190451 -0.909288  0.3423
H7 -1.913656 -3.744396 -2.717871  0.2860
H8 -4.383769 8.686822 -0.816888  0.2844
H9 0.821124 -1.756384 -1.921474  -0.1263
H10 -0.210618 5.320542 -2.904183  0.3916
H11 7.819998 -4.044663 2.700092  0.2555
H12 -1.720229 -1.907699 -5.046243  0.2981
H13 1.733280 -1.159119 0.346029  0.0631
H14 -0.529596 -0.637757 1.296792  0.4305
H15 11.902407 -4.796528 -0.762943  0.2748
H16 -4.024129 1.439881 2.580736  0.2985
H17 0.488480 -0.056166 -2.202631  0.2903
H18 -7.506004 -3.093430 3.187397  0.2075
H19 1.605070 4.445115 1.473748  0.3315
H20 11.974893 -6.997479 0.993756  0.2879
H21 -4.780859 -4.246505 2.386121  0.2897
H22 6.948667 -3.327231 0.466545  0.0914
H23 8.873841 -2.836914 1.961380  0.2247
H24 8.457336 -3.863192 -0.291304  0.2950
H25 -5.869071 6.691234 -1.007913  0.2562
H26 3.336317 4.218045 1.153415  0.3362
H27 -5.830993 -0.311138 0.838245  0.3254
H28 -4.549651 4.518655 -1.049078  0.2080
H29 7.386789 -5.047105 0.454068  0.2725
H30 -2.192036 -3.598396 -5.221580  0.3436
H31 -0.770409 -2.990737 -6.078702  0.3498
H32 10.199983 -4.643585 1.309463  0.2727
H33 -5.235594 9.195580 0.642436  0.3323
H34 -9.687981 -2.045537 4.648709  0.2711
H35 -4.710681 6.931078 1.547322  0.2578
H36 3.896950 3.423138 -0.987830  0.4427
H37 4.655201 3.330231 -3.702495  0.1969
H38 -4.656024 0.839863 0.209417  0.1573
H39 12.690343 -6.990663 -0.621114  0.2766
H40 -6.585028 -4.279507 4.118043  0.3636
H41 -1.615584 -1.142991 -1.347612  0.2580
H42 -6.328443 -4.677463 1.648665  0.2987
H43 -5.211810 0.275810 3.177056  0.3258
H44 -5.183874 -2.109876 1.618191  0.2408
H45 3.282488 2.736744 -4.628477  0.3002
H46 -3.205929 5.126631 -2.014548  0.3052
H47 4.922777 -1.824983 2.337682  0.2425
H48 0.257244 5.625369 -0.526855  0.4739
H49 0.378103 -2.599100 -3.890779  0.0162
H50 -5.956586 -2.639405 3.904096  0.2693
H51 -3.087476 2.741966 -0.102273  -0.3639
H52 -11.642018 -1.342364 3.264176  0.3234
H53 -6.746940 7.196339 0.438376  0.2747
H54 -11.042954 -2.470696 2.046877  0.2610
H55 -0.070500 -4.295600 -4.065954  0.2744
H56 -3.128816 4.865635 0.870220  0.2685
H57 14.446449 -6.562735 1.104171  0.3269
H58 2.603541 5.824583 1.054101  0.3966
H59 1.341679 4.044538 -4.350885  0.3656
H60 13.522836 -5.172469 1.699194  0.2655
H61 -1.314806 0.387576 -0.894073  0.0792
H62 -11.689150 -3.206572 4.948802  0.2707
H63 -3.880685 3.522902 -2.354325  0.4132
H64 -6.069670 1.416715 1.107133  0.3506
H65 -0.412176 -2.101657 0.285871  0.3685
H66 -12.671814 -2.670431 2.717381  0.3421
H67 1.374046 0.936722 1.021930  0.3331

Cartesian forces, eV/Å:
0.447 -0.058 -0.110
-0.030 0.120 0.039
0.010 -0.056 0.112
-0.022 0.114 -0.020
-0.323 -0.088 -0.116
-0.415 -0.459 0.030
-0.218 0.339 0.589
-0.290 0.229 0.338
-0.026 0.039 0.167
0.073 0.089 0.063
0.000 0.023 0.036
0.043 0.074 -0.021
0.165 -0.180 0.092
-0.085 -0.014 -0.011
-0.126 -0.080 -0.082
-0.005 -0.035 0.107
-0.015 0.032 -0.098
0.043 0.314 -0.158
0.062 -0.024 -0.279
0.084 0.009 -0.028
-0.055 -0.080 -0.081
-0.171 -0.162 -0.067
0.024 0.097 -0.070
0.024 0.055 0.336
-0.264 0.193 0.003
0.090 -0.030 0.012
0.056 0.023 0.039
-0.056 0.086 0.018
0.103 -0.005 -0.035
-0.158 -0.025 -0.067
0.038 0.005 -0.009
-0.099 0.036 0.092
0.001 0.041 0.007
-0.124 0.017 -0.170
0.069 -0.113 -0.202
0.034 -0.169 -0.064
0.002 0.080 0.032
0.019 -0.026 -0.084
-0.048 -0.004 -0.003
0.001 0.030 0.033
-0.111 0.126 0.100
0.042 0.063 -0.012
0.035 -0.107 -0.060
0.231 0.040 0.066
0.457 0.071 -0.061
0.349 0.016 -0.261
0.017 -0.266 -0.478
0.024 -0.002 0.011
-0.002 -0.012 0.011
0.203 0.341 -0.103
0.009 -0.139 -0.201
0.023 -0.030 -0.012
-0.014 -0.003 0.005
-0.013 -0.006 0.014
-0.010 0.000 -0.020
0.112 -0.063 -0.099
-0.019 -0.029 -0.066
-0.008 0.022 0.009
0.024 0.013 -0.017
0.063 0.020 0.034
0.004 -0.193 0.131
0.019 -0.004 -0.010
0.032 -0.021 0.028
-0.102 -0.045 -0.027
-0.024 -0.050 0.006
-0.007 -0.037 0.071
-0.019 -0.003 -0.003
-0.017 -0.059 -0.001
0.002 0.014 -0.002
-0.064 0.024 0.032
0.004 0.025 0.009
-0.007 -0.013 0.000
0.042 -0.018 0.047
-0.070 0.042 -0.063
-0.037 -0.024 -0.036
-0.006 0.001 0.016
0.018 -0.021 -0.031
0.012 -0.015 0.002
0.020 -0.231 -0.036
-0.036 0.014 -0.003
0.028 0.011 0.007
-0.001 0.037 -0.003
0.048 0.010 -0.011
0.041 0.012 0.116
0.043 0.025 0.045
-0.012 -0.033 0.021
0.003 -0.004 0.007
-0.065 -0.021 0.004
0.006 -0.018 0.000
-0.019 0.055 0.010
0.203 -0.047 -0.100
-0.044 0.046 -0.028
0.012 -0.006 -0.009
0.068 -0.046 0.176
0.005 -0.004 0.082
0.030 -0.018 -0.040
0.035 -0.040 0.022
0.067 -0.047 -0.032
-0.036 -0.002 0.012
-0.020 -0.017 -0.038
-0.012 -0.015 -0.008
0.016 0.001 0.020
-0.046 0.159 -0.148
0.000 -0.011 -0.009
0.061 0.032 0.075
-0.019 0.042 -0.033
0.004 -0.022 0.017
-0.076 0.087 0.136
-0.023 -0.047 -0.009
0.017 -0.040 0.030
0.040 0.043 0.029
-0.105 -0.053 0.147
-0.008 -0.002 0.011
-0.276 0.057 0.139

As for the structure (SMILES): Cc1cccc(CB2OB(C[C@@H](O)CN)OB(OB(O)O)O2)c1.CCO.CCO.CCO.CCO.CCO.CCO.CCO.CCO. As for the strongest force on any atom: 0.714 eV/Å. As for the total energy: -2352.1790 Ha. For the highest occupied orbital energy, the calculation gives -8.7 eV. As for the LUMO energy: 0.417 eV.